Record 1
Formula: C2H7NS2
Source: OMol25
Level of theory: wB97M-V/def2-TZVPD

Its SMILES is C=N.CSS. The value obtained for the HOMO energy is -8.949 eV.

Element x y z (Å)
C  -0.74457  -2.70519  -1.94749
N  0.31714  -2.71575  -1.24863
H  -0.71042  -1.90660  -2.71898
H  -1.66046  -3.27383  -1.69973
H  0.37741  -3.24284  -0.38212
C  0.15752  0.80088  -1.23562
S  0.03989  1.73838  0.26288
S  0.20340  0.57898  1.92133
H  1.13448  0.70141  -1.50769
H  -0.42075  1.23642  -1.98444
H  -0.28111  -0.18651  -1.15947
H  -1.02951  0.03041  2.34417

Calculated atomic charges, method natural (NBO), unit e:
1. C -0.06
2. N -0.61
3. H 0.17
4. H 0.16
5. H 0.35
6. C -0.76
7. S 0.11
8. S -0.16
9. H 0.22
10. H 0.23
11. H 0.24
12. H 0.12

***

Record 2
Formula: C2H7NSi
Source: OMol25
Level of theory: wB97M-V/def2-TZVPD

Its spin multiplicity is 3. The value obtained for the HOMO energy (spin up / spin down) is -6.724 / -10.306 eV. As for the expectation value of S²: 2.002.

Element x y z (Å)
C  0.64610  0.47039  -2.03782
C  -0.45582  0.14258  2.00442
N  1.32271  -0.33543  -1.30765
Si  -1.90340  0.09708  0.60924
H  -0.22038  0.95911  -1.53187
H  0.95412  0.67995  -3.07783
H  -0.25666  1.05840  2.47017
H  -0.75925  -0.50470  2.73895
H  0.41349  -0.34916  1.59307
H  2.01971  -0.76426  -1.92365
H  -1.76062  -1.45397  0.46296

Calculated atomic charges, method natural (NBO), unit e:
1. C -0.06
2. C -1.00
3. N -0.60
4. Si 0.52
5. H 0.17
6. H 0.16
7. H 0.22
8. H 0.22
9. H 0.24
10. H 0.33
11. H -0.18

***

Which energy above the lowest of the compared OMol25 structures with the same formula, charge and spin belongs to each record? In order, 36.1, 11.0 kcal per mole.